ORCA calculation (wB97M-V/def2-TZVPD) on one molecule with the formula C7H7N5O2.

Atoms and positions in Å:
C  2.31360  1.83052  1.75450
C  1.10798  2.38751  1.93540
C  2.50053  0.72461  0.98562
C  -0.03711  1.88839  1.42188
C  1.32857  0.11107  0.41424
C  0.06081  0.73953  0.64667
C  -1.67070  -1.55480  -2.29005
N  1.11589  -1.01468  -0.23786
N  -0.10998  -1.03354  -0.51134
N  -0.86815  -0.06752  0.01015
N  -2.72833  -1.21871  -1.51487
N  -0.72895  -2.28549  -1.35884
O  -1.51219  -1.54235  -3.45909
O  0.01597  -3.12065  -1.91957
H  3.22771  2.36715  2.16928
H  1.01813  3.24494  2.57087
H  3.50885  0.39326  0.78911
H  -1.00497  2.35514  1.71995
H  -2.58278  -0.77089  -0.62777
H  -3.65405  -0.90334  -1.99643
H  -1.30084  -2.53013  -0.50185

The SMILES is NC(=O)[N@@H+]([O-])n1nc2ccccc2n1. The highest occupied orbital energy comes out at -9.08 eV. For the largest force on an atom, the calculation gives 4.42 eV/Å. For the energy relative to the best compared isomer or geometry (same formula, charge and spin), the calculation gives 68.9 kcal per mole. For the LUMO energy, the calculation gives 0.12 eV. The total energy is -18912.9647 eV.

***

ORCA calculation (wB97M-V/def2-TZVPD) on one molecule with the formula C7H7NO2.

Atoms and positions in Å:
O  -0.73366  0.91428  2.49016
O  1.66442  2.49527  -0.86463
C  -0.34756  1.01325  1.31408
C  0.96965  1.73495  -0.22837
C  -1.96347  -1.80226  0.98362
C  -0.80277  -1.43635  0.38891
C  -0.10165  -0.09413  0.39526
C  0.72420  0.35076  -0.63959
N  0.30470  2.17711  0.92314
C  1.12295  -0.37369  -1.92425
H  -2.33099  -2.79467  0.84213
H  -2.59407  -1.12031  1.46771
H  -0.09274  -2.17224  -0.02370
H  0.76265  2.72949  1.62294
H  0.42410  -1.21387  -2.05615
H  0.80892  0.31652  -2.75991
H  2.18531  -0.72410  -1.93136

The SMILES is C=CC1=C(C)C(=O)NC1=O. The highest occupied orbital energy comes out at -9.66 eV. For the largest force on an atom, the calculation gives 5.62 eV/Å. For the energy relative to the best compared isomer or geometry (same formula, charge and spin), the calculation gives 28.3 kcal per mole. For the LUMO energy, the calculation gives -0.89 eV. The total energy is -12956.3690 eV.

***

ORCA calculation (wB97M-V/def2-TZVPD) on a 2-piece molecular cluster, C7H7NO2 overall.

Atoms and positions in Å:
C  -1.28408  0.87655  -2.06124
C  -1.58937  -0.37093  -1.54558
C  -0.33685  1.68587  -1.45737
C  -0.93932  -0.82848  -0.39907
C  0.32914  1.24136  -0.31675
C  -0.01096  0.00568  0.13961
C  1.20214  -0.96629  3.03732
N  1.91264  -0.00503  3.76330
O  0.61578  -0.53930  4.18015
O  1.55470  -2.26759  2.84921
H  -1.79029  1.21992  -2.95129
H  -2.33336  -0.99408  -2.02120
H  -0.11172  2.66307  -1.85749
H  -1.17568  -1.79087  0.02647
H  1.07065  1.85013  0.17363
H  2.62622  -0.40329  4.38545
H  1.62815  -2.46064  1.90692

The highest occupied orbital energy (spin up / spin down) comes out at -9.09 / -8.91 eV. For the largest force on an atom, the calculation gives 1.83 eV/Å. For the energy relative to the best compared isomer or geometry (same formula, charge and spin), the calculation gives 163.6 kcal per mole. For the LUMO energy (spin up / spin down), the calculation gives -0.07 / -0.14 eV. The total energy is -12950.5033 eV.

***

Please write out number 1 again, unchanged.
ORCA calculation (wB97M-V/def2-TZVPD) on one molecule with the formula C7H7N5O2.

Atoms and positions in Å:
C  2.31360  1.83052  1.75450
C  1.10798  2.38751  1.93540
C  2.50053  0.72461  0.98562
C  -0.03711  1.88839  1.42188
C  1.32857  0.11107  0.41424
C  0.06081  0.73953  0.64667
C  -1.67070  -1.55480  -2.29005
N  1.11589  -1.01468  -0.23786
N  -0.10998  -1.03354  -0.51134
N  -0.86815  -0.06752  0.01015
N  -2.72833  -1.21871  -1.51487
N  -0.72895  -2.28549  -1.35884
O  -1.51219  -1.54235  -3.45909
O  0.01597  -3.12065  -1.91957
H  3.22771  2.36715  2.16928
H  1.01813  3.24494  2.57087
H  3.50885  0.39326  0.78911
H  -1.00497  2.35514  1.71995
H  -2.58278  -0.77089  -0.62777
H  -3.65405  -0.90334  -1.99643
H  -1.30084  -2.53013  -0.50185

The SMILES is NC(=O)[N@@H+]([O-])n1nc2ccccc2n1. The highest occupied orbital energy comes out at -9.08 eV. For the largest force on an atom, the calculation gives 4.42 eV/Å. For the energy relative to the best compared isomer or geometry (same formula, charge and spin), the calculation gives 68.9 kcal per mole. For the LUMO energy, the calculation gives 0.12 eV. The total energy is -18912.9647 eV.